# 1
8
Properties=species:S:1:pos:R:3:mulliken_charge:R:1 method="wB97M-V/def2-TZVPD" mol_weight_g_mol=94.497 orbital_gap_ev=11.0 relative_energy_kcal_mol=40.5
C 0.7048 0.7155 0.3420 -0.38
C -0.3692 -0.2335 0.0188 0.59
O 0.3567 0.7902 -1.0145 -0.43
O -0.1263 -1.5141 -0.1954 -0.43
Cl -2.0276 0.2304 0.2616 -0.17
H 0.4514 1.5895 0.9391 0.24
H 1.6906 0.3056 0.5494 0.22
H -0.6804 -1.8836 -0.9009 0.36

# 2
83
Properties=species:S:1:pos:R:3:mulliken_charge:R:1 method="wB97M-V/def2-TZVPD" mol_weight_g_mol=810.438 orbital_gap_ev=5.6 relative_energy_kcal_mol=71.3 total_charge=-2
Sn 1.2946 -1.1331 -0.8808 2.22
O 3.3974 2.2078 -3.6547 -0.89
C 2.6516 1.3726 -3.0994 -0.47
N 2.8969 0.6388 -2.0380 0.15
C 4.1994 0.7890 -1.4594 -1.24
C 4.7946 -0.5089 -0.9988 0.92
C 6.0779 -0.5203 -0.4475 -0.73
C 6.6238 -1.7144 -0.0234 -0.34
C 5.8749 -2.8718 -0.1710 -0.85
C 4.6052 -2.7647 -0.7176 -0.17
N 4.0828 -1.6181 -1.1186 0.05
C 1.2783 1.1425 -3.6733 0.65
C 0.8036 2.0012 -4.6657 -0.57
C -0.4525 1.7864 -5.1948 -0.29
C -1.1855 0.6977 -4.7449 -1.02
C -0.6308 -0.0990 -3.7572 -0.51
N 0.5539 0.1265 -3.2271 0.24
H 4.8861 1.2797 -2.1725 0.57
H 4.1389 1.4438 -0.5781 -0.07
H 6.6287 0.4048 -0.3540 0.42
H 7.6148 -1.7469 0.4140 0.39
H 6.2637 -3.8311 0.1380 0.44
H 3.9795 -3.6382 -0.8320 0.29
H 1.4494 2.8089 -4.9799 0.47
H -0.8644 2.4521 -5.9431 0.40
H -2.1634 0.4766 -5.1473 0.46
H -1.1531 -0.9615 -3.3707 0.69
N -0.4129 -1.2362 2.8644 -0.33
C -0.9845 0.1029 2.9267 -0.74
C -0.6907 1.0295 1.7120 0.58
O -1.4072 2.0261 1.6059 -0.82
O 0.2784 0.7123 0.9695 -0.41
H 0.1706 -1.3034 2.0283 -0.02
H -1.1426 -1.9306 2.7436 0.39
H -0.5722 0.6154 3.8119 0.22
H -2.0731 0.0781 3.0388 0.37
O 0.1238 -5.2131 -2.3289 -0.73
C 0.6687 -4.2096 -1.8871 0.51
O 0.6758 -3.0492 -2.3697 -0.68
C 1.4733 -4.3546 -0.5099 0.43
O 2.0930 -5.3965 -0.3238 -0.73
O 1.3888 -3.3541 0.2444 -0.74
C -1.9779 1.2762 -1.2228 -1.70
C -2.3877 -0.1076 -0.8961 0.13
N -1.5801 -1.0697 -0.5368 1.03
C -2.3434 -2.1766 -0.3282 -1.00
C -3.6474 -1.8846 -0.5776 -0.97
N -3.6800 -0.5531 -0.9325 0.52
C -4.8392 0.1569 -1.3946 -0.96
N -5.8931 0.2374 -0.4252 0.75
N -7.1522 -0.1809 -0.7355 -0.75
N -7.9518 0.0880 0.2347 -0.58
C -7.2559 0.6973 1.2277 -0.02
C -7.6545 1.2100 2.4670 -0.73
C -6.6772 1.7979 3.2459 -0.48
C -5.3452 1.8735 2.8365 -0.66
C -4.9229 1.3722 1.6147 -0.40
C -5.9005 0.8022 0.8171 1.09
H -0.8910 1.2931 -1.2515 -0.27
H -2.2962 1.9733 -0.4455 0.57
H -2.3712 1.5954 -2.1867 0.68
H -1.8914 -3.1043 -0.0379 0.57
H -4.5395 -2.4776 -0.5444 0.48
H -5.2839 -0.3554 -2.2595 0.36
H -4.5196 1.1644 -1.6922 0.43
H -8.6848 1.1471 2.7849 0.41
H -6.9548 2.2165 4.2050 0.34
H -4.6205 2.3372 3.4893 0.45
H -3.8883 1.4254 1.3181 0.48
O 2.7933 -0.5184 1.1893 -0.57
S 2.1054 0.1549 2.3026 0.50
C 3.4347 0.0351 3.6222 -1.19
C 4.4781 1.0439 3.2097 -0.10
C 3.7057 2.3266 2.9133 -0.78
C 2.4937 1.9475 2.0791 -0.52
H 3.7875 -0.9922 3.6172 0.44
H 2.9550 0.2740 4.5708 0.34
H 4.9486 0.6723 2.2974 -0.03
H 5.2471 1.1990 3.9750 0.40
H 4.3392 3.0487 2.3964 0.34
H 3.3820 2.7736 3.8571 0.31
H 2.6445 2.0486 1.0102 0.09
H 1.5997 2.4953 2.3581 0.51

# 3
10
Properties=species:S:1:pos:R:3:mulliken_charge:R:1 method="wB97M-V/def2-TZVPD" mol_weight_g_mol=97.077 orbital_gap_ev=10.5 relative_energy_kcal_mol=48.9
C -1.7986 0.1412 0.0574 0.02
C 0.6621 0.7219 -0.0728 -0.02
C 1.7012 -0.1249 0.0329 -0.49
H -2.1439 1.1300 0.3371 0.33
H 0.6845 1.7668 -0.2094 0.38
H 2.7115 0.1367 0.0139 0.43
N -0.4040 -0.1441 -0.0999 0.42
N 1.2004 -1.4082 0.0912 -0.39
N -0.0656 -1.4479 -0.1264 -0.27
O -2.5476 -0.7714 -0.0237 -0.41